# 1
The following is a DFT calculation (ωB97M-V with the def2-TZVPD basis set) of C8H6N11O2Pd as an isolated structure.

As for the highest occupied orbital energy: -5.2 eV. Its HOMO-LUMO gap is 0.2816 Eh. The total charge is -1.

Last column: Löwdin charge in e.
Element x y z (Å)
Pd1 1.179 -0.948 -0.353  0.99
N1 2.001 -3.832 -1.992  0.14
C1 0.733 -3.335 -2.161  -0.49
N2 -0.208 -3.917 -2.879  0.01
N3 -1.289 -3.119 -2.716  -0.11
N4 -1.021 -2.127 -1.949  -0.08
N5 0.277 -2.232 -1.573  -0.13
C2 2.962 -3.227 -1.218  -0.49
N6 4.205 -3.653 -1.110  0.01
N7 4.803 -2.732 -0.319  -0.11
N8 3.977 -1.814 0.025  -0.08
N9 2.775 -2.106 -0.526  -0.14
H1 2.259 -4.655 -2.505  0.14
O1 1.765 0.169 1.257  -0.24
N10 0.934 1.091 1.558  -0.01
N11 -0.104 1.147 0.834  -0.22
O2 -0.291 0.409 -0.255  -0.25
C3 -1.116 2.114 1.135  -0.16
C4 -2.235 2.152 0.319  -0.01
C5 -3.233 3.076 0.594  -0.08
C6 -3.113 3.947 1.665  -0.10
C7 -1.984 3.892 2.473  -0.09
C8 -0.978 2.976 2.217  -0.02
H2 -2.307 1.459 -0.506  0.12
H3 -4.111 3.109 -0.038  0.10
H4 -3.896 4.666 1.874  0.10
H5 -1.883 4.567 3.313  0.10
H6 -0.098 2.922 2.839  0.10

# 2
The following is a DFT calculation (ωB97M-V with the def2-TZVPD basis set) of a 9-piece molecular cluster, C7H32N14O9 overall at a distorted geometry.

As for the highest occupied orbital energy: -9.5 eV. As for the SMILES: NC(N)=O.NC(N)=O.NC(N)=O.NC(N)=O.NC(N)=O.NC(N)=O.NC(N)=O.O.O. Its HOMO-LUMO gap is 0.3629 Eh. The total charge is 0.

Last column: Löwdin charge in e.
Element x y z (Å)
O1 -1.013 2.732 -0.428  -0.10
H1 -0.111 3.086 -0.312  -0.05
H2 -0.816 1.787 -0.481  0.00
O2 0.795 0.219 -0.723  -0.09
H3 0.293 -0.657 -0.604  0.04
H4 1.007 0.392 0.197  -0.01
C1 2.180 1.823 -4.318  -0.58
O3 2.904 0.869 -4.677  -0.03
N1 1.683 2.834 -5.176  0.12
N2 1.888 2.058 -2.985  0.17
H5 0.958 3.490 -4.818  0.11
H6 1.794 2.549 -6.164  0.12
H7 2.042 1.393 -2.296  0.02
H8 1.073 2.709 -2.946  0.11
C2 1.582 3.566 1.589  -0.64
O4 1.259 4.604 2.140  0.04
N3 1.541 3.438 0.215  0.12
N4 2.064 2.457 2.279  0.16
H9 2.186 2.836 -0.308  0.11
H10 1.136 4.245 -0.262  0.12
H11 2.018 2.524 3.286  0.10
H12 1.921 1.529 1.956  0.04
C3 2.995 -1.518 -2.008  -0.64
O5 2.810 -2.306 -1.119  0.03
N5 3.917 -0.463 -1.971  0.15
N6 2.579 -1.547 -3.325  0.15
H13 4.516 -0.405 -1.225  0.06
H14 4.177 -0.099 -2.874  0.08
H15 2.834 -0.752 -3.917  0.04
H16 1.670 -1.935 -3.498  0.10
C4 -0.636 -3.270 0.064  -0.71
O6 -0.804 -2.048 -0.165  -0.03
N7 0.439 -3.918 -0.139  0.22
N8 -1.761 -3.897 0.367  0.20
H17 1.244 -3.506 -0.622  0.10
H18 0.420 -4.882 -0.280  0.10
H19 -2.565 -3.375 0.662  0.07
H20 -1.608 -4.658 0.965  0.09
C5 -2.389 0.954 2.844  -0.66
O7 -2.501 -0.279 2.802  0.01
N9 -3.507 1.692 2.841  0.14
N10 -1.256 1.694 2.856  0.18
H21 -3.566 2.655 3.203  0.12
H22 -4.307 1.148 3.171  0.11
H23 -1.354 2.677 2.719  0.09
H24 -0.397 1.359 3.234  0.07
C6 0.837 -1.413 2.514  -0.70
O8 0.724 -0.232 2.215  -0.01
N11 -0.217 -2.101 2.894  0.19
N12 1.967 -2.150 2.392  0.16
H25 -0.198 -3.063 3.130  0.10
H26 -1.098 -1.553 3.036  0.10
H27 2.691 -1.765 1.774  0.11
H28 1.835 -3.134 2.112  0.10
C7 -4.448 -1.520 0.275  -0.67
O9 -4.472 -2.454 1.041  0.03
N13 -5.597 -0.702 0.119  0.11
N14 -3.535 -1.198 -0.663  0.18
H29 -5.321 0.285 0.150  0.08
H30 -6.309 -0.885 0.828  0.09
H31 -3.524 -0.230 -0.934  0.10
H32 -2.670 -1.692 -0.631  0.05

# 3
The following is a DFT calculation (ωB97M-V with the def2-TZVPD basis set) of one molecule with the formula C5H10N2 at a distorted geometry.

As for the highest occupied orbital energy: -8.7 eV. As for the SMILES: [H]/N=C(/CC=C)NC. Its HOMO-LUMO gap is 0.3527 Eh. The total charge is 0.

Last column: Löwdin charge in e.
Element x y z (Å)
C1 -0.705 -0.640 0.870  -0.15
C2 0.468 -0.098 -1.893  -0.10
N1 -0.679 0.593 -1.353  -0.03
C3 -1.169 0.462 -0.081  -0.46
C4 0.480 -0.153 1.654  -0.18
C5 1.724 -0.634 1.545  0.00
N2 -2.054 1.303 0.360  0.09
H1 -0.866 1.480 -1.805  0.13
H2 -2.288 1.970 -0.375  0.03
H3 -0.485 -1.555 0.313  0.10
H4 -1.520 -0.879 1.563  0.12
H5 0.278 0.648 2.365  0.10
H6 0.559 -1.122 -1.522  0.07
H7 1.388 0.448 -1.666  0.08
H8 0.369 -0.160 -2.981  0.08
H9 2.527 -0.229 2.154  0.05
H10 1.971 -1.432 0.853  0.05

# 4
The following is a DFT calculation (ωB97M-V with the def2-TZVPD basis set) of one molecule with the formula C5H10O2 at a distorted geometry.

As for the highest occupied orbital energy (alpha / beta): -7.8 / -7.7 eV. Its HOMO-LUMO gap (alpha / beta) is 0.3119 / 0.2968 Eh. The total charge is 0.

Last column: Löwdin charge in e.
Element x y z (Å)
O1 -0.768 0.837 2.719  -0.06
C1 -0.678 0.837 1.298  -0.32
C2 0.548 0.171 0.816  -0.07
C3 0.732 -1.069 0.062  -0.20
C4 1.118 -0.834 -1.460  -0.18
O2 0.330 0.190 -2.008  -0.15
C5 -0.843 0.338 -1.374  -0.08
H1 -1.231 1.647 2.968  0.08
H2 -1.539 0.366 0.794  0.10
H3 -0.651 1.882 0.952  0.12
H4 1.446 0.523 1.348  0.11
H5 1.518 -1.724 0.464  0.12
H6 -0.222 -1.605 0.039  0.11
H7 0.947 -1.777 -1.990  0.12
H8 2.155 -0.516 -1.603  0.12
H9 -1.511 -0.540 -1.429  0.09
H10 -1.353 1.275 -1.596  0.09

# 5
The following is a DFT calculation (ωB97M-V with the def2-TZVPD basis set) of a 12-piece molecular cluster, C33H90O12 overall at a distorted geometry.

As for the highest occupied orbital energy: -9.8 eV. As for the SMILES: CC(C)O.CC(C)O.CC(C)O.CC(C)O.CC(C)O.CC(C)O.CC(C)O.CC(C)O.CC(C)O.CCO.CCO.CCO. Its HOMO-LUMO gap is 0.3736 Eh. The total charge is 0.

Last column: Löwdin charge in e.
Element x y z (Å)
C1 2.265 -1.130 4.800  -0.06
C2 0.786 -0.927 4.592  -0.28
O1 0.494 0.085 3.601  -0.11
H1 2.429 -1.563 5.786  0.08
H2 2.798 -0.176 4.856  0.06
H3 2.695 -1.714 3.989  0.08
H4 0.287 -0.639 5.527  0.11
H5 0.260 -1.843 4.298  0.10
H6 -0.421 -0.056 3.333  0.06
C3 -0.779 -3.731 1.401  -0.07
C4 0.032 -4.974 1.666  -0.27
O2 -0.324 -5.960 0.689  -0.10
H7 -0.430 -2.959 2.089  0.06
H8 -1.852 -3.825 1.556  0.08
H9 -0.624 -3.408 0.369  0.07
H10 -0.163 -5.378 2.663  0.12
H11 1.101 -4.756 1.569  0.11
H12 -0.112 -6.857 0.955  0.10
C5 -3.888 -1.734 -0.753  -0.08
C6 -3.814 -2.990 -1.600  -0.31
O3 -2.523 -3.050 -2.193  -0.11
H13 -3.718 -0.859 -1.385  0.06
H14 -3.093 -1.760 -0.001  0.05
H15 -4.820 -1.561 -0.212  0.07
H16 -4.580 -2.945 -2.382  0.11
H17 -3.946 -3.909 -1.021  0.11
H18 -2.112 -3.920 -2.068  0.04
C7 0.744 -3.749 -2.625  -0.05
C8 0.259 -5.163 -2.767  -0.45
C9 1.329 -6.146 -2.313  -0.05
O4 -0.930 -5.371 -1.980  -0.08
H19 0.949 -3.551 -1.568  0.07
H20 0.100 -2.947 -2.992  0.07
H21 1.686 -3.636 -3.179  0.08
H22 -0.075 -5.434 -3.770  0.14
H23 0.974 -7.178 -2.372  0.08
H24 1.605 -5.959 -1.271  0.07
H25 2.266 -6.151 -2.876  0.08
H26 -0.708 -5.478 -1.036  0.05
C10 -3.095 -1.512 3.351  -0.05
C11 -3.087 -2.177 4.713  -0.50
C12 -4.407 -1.974 5.459  -0.06
O5 -2.748 -3.564 4.633  -0.06
H27 -3.822 -1.984 2.688  0.09
H28 -2.114 -1.371 2.908  0.03
H29 -3.462 -0.490 3.525  0.09
H30 -2.302 -1.710 5.318  0.13
H31 -4.390 -2.574 6.371  0.08
H32 -5.258 -2.217 4.824  0.08
H33 -4.475 -0.945 5.816  0.08
H34 -3.569 -4.053 4.518  0.08
C13 2.435 2.951 5.779  -0.05
C14 1.845 2.999 4.372  -0.50
C15 1.908 4.389 3.788  -0.06
O6 2.528 2.110 3.503  -0.06
H35 1.911 3.640 6.444  0.08
H36 3.498 3.194 5.798  0.08
H37 2.341 1.941 6.186  0.07
H38 0.786 2.719 4.443  0.13
H39 2.921 4.796 3.706  0.09
H40 1.411 5.151 4.401  0.08
H41 1.433 4.489 2.812  0.06
H42 2.091 1.251 3.578  0.03
C16 -2.228 5.899 3.367  -0.05
C17 -1.072 6.495 2.604  -0.49
C18 -0.680 5.718 1.356  -0.07
O7 -1.462 7.831 2.212  -0.07
H43 -3.119 5.919 2.735  0.09
H44 -2.442 6.439 4.285  0.08
H45 -2.024 4.840 3.538  0.08
H46 -0.184 6.664 3.223  0.12
H47 0.197 6.198 0.922  0.09
H48 -1.532 5.685 0.675  0.08
H49 -0.430 4.680 1.585  0.05
H50 -0.779 8.219 1.658  0.08
C19 3.648 -2.960 0.028  -0.05
C20 4.003 -2.385 -1.344  -0.50
C21 4.894 -1.159 -1.154  -0.05
O8 4.695 -3.385 -2.090  -0.04
H51 3.078 -3.884 -0.089  0.06
H52 3.082 -2.241 0.623  0.07
H53 4.583 -3.194 0.539  0.08
H54 3.100 -2.085 -1.882  0.10
H55 4.295 -0.422 -0.615  0.07
H56 5.146 -0.696 -2.110  0.06
H57 5.826 -1.420 -0.656  0.09
H58 4.177 -3.635 -2.859  0.08
C22 -0.057 1.754 0.716  -0.04
C23 -0.478 0.429 0.108  -0.44
C24 0.634 -0.121 -0.798  -0.03
O9 -0.765 -0.547 1.107  -0.08
H59 0.307 2.487 -0.001  0.07
H60 0.763 1.558 1.413  0.07
H61 -0.884 2.138 1.319  0.08
H62 -1.374 0.499 -0.511  0.13
H63 0.505 -1.186 -1.000  0.07
H64 1.640 0.063 -0.410  0.08
H65 0.576 0.378 -1.769  0.05
H66 0.055 -0.918 1.451  0.07
C25 -0.809 4.188 -2.441  -0.04
C26 -2.176 4.034 -3.102  -0.48
C27 -3.198 3.376 -2.182  -0.05
O10 -2.642 5.310 -3.542  -0.05
H67 -0.259 4.998 -2.923  0.09
H68 -0.190 3.291 -2.422  0.06
H69 -0.960 4.514 -1.406  0.06
H70 -2.095 3.429 -4.009  0.12
H71 -3.141 2.290 -2.147  0.05
H72 -4.197 3.659 -2.526  0.08
H73 -3.148 3.809 -1.177  0.07
H74 -2.571 5.914 -2.794  0.09
C28 4.559 1.376 -4.359  -0.05
C29 3.319 0.796 -3.725  -0.52
C30 2.098 1.713 -3.951  -0.04
O11 3.132 -0.529 -4.162  -0.04
H75 4.389 1.639 -5.406  0.08
H76 5.423 0.715 -4.301  0.08
H77 4.799 2.311 -3.848  0.09
H78 3.445 0.817 -2.631  0.11
H79 1.235 1.136 -3.613  0.04
H80 2.086 2.054 -4.983  0.09
H81 2.186 2.520 -3.222  0.08
H82 2.224 -0.833 -4.088  0.06
C31 -1.592 -0.088 -3.940  -0.04
C32 -1.321 0.626 -5.265  -0.50
C33 -0.468 -0.264 -6.150  -0.04
O12 -2.512 0.968 -5.964  -0.04
H83 -0.659 -0.239 -3.401  0.05
H84 -2.242 -0.962 -3.986  0.09
H85 -2.182 0.590 -3.300  0.06
H86 -0.817 1.576 -5.047  0.12
H87 -0.015 0.335 -6.944  0.08
H88 -1.087 -1.025 -6.623  0.09
H89 0.342 -0.718 -5.581  0.06
H90 -3.179 1.256 -5.334  0.08

# 6
The following is a DFT calculation (ωB97M-V with the def2-TZVPD basis set) of C20H57LiO15 as an isolated structure at a distorted geometry.

As for the highest occupied orbital energy: -9.0 eV. Its HOMO-LUMO gap is 0.2781 Eh. The total charge is 0.

Last column: Löwdin charge in e.
Element x y z (Å)
Li1 3.905 0.288 1.167  0.83
C1 0.405 1.019 0.538  -0.09
C2 1.066 -0.066 -0.296  -0.45
O1 2.286 -0.597 0.166  -0.43
H1 0.075 0.660 1.513  0.05
H2 -0.415 1.395 -0.074  0.06
H3 1.065 1.848 0.793  0.06
H4 1.258 0.274 -1.313  0.08
H5 0.321 -0.861 -0.326  0.08
C3 -0.064 4.600 2.856  -0.03
C4 0.132 6.175 2.681  -0.49
C5 -1.122 7.017 2.998  -0.05
O2 1.173 6.583 3.493  -0.05
H6 -0.952 4.316 2.292  0.07
H7 -0.259 4.370 3.904  0.05
H8 0.770 4.049 2.423  0.06
H9 0.451 6.492 1.688  0.13
H10 -1.364 6.988 4.060  0.08
H11 -1.939 6.555 2.442  0.07
H12 -0.927 8.037 2.667  0.08
H13 0.791 6.645 4.371  0.08
C6 -3.515 0.816 -1.196  -0.05
C7 -3.351 0.883 -2.704  -0.45
C8 -1.906 1.157 -3.073  -0.07
O3 -3.524 -0.450 -3.166  -0.07
H14 -2.748 1.393 -0.679  0.07
H15 -3.589 -0.159 -0.716  0.06
H16 -4.480 1.264 -0.963  0.07
H17 -4.032 1.633 -3.108  0.13
H18 -1.607 1.272 -4.116  0.08
H19 -1.226 0.433 -2.625  0.08
H20 -1.563 2.094 -2.634  0.08
H21 -3.140 -0.641 -4.025  0.09
C9 -0.388 0.847 4.976  -0.22
C10 -0.241 2.124 5.846  -0.25
O4 0.322 1.568 6.996  -0.07
O5 -1.572 0.132 5.404  -0.07
H22 0.540 0.276 4.964  0.12
H23 -0.530 1.170 3.945  0.09
H24 -1.169 2.675 5.999  0.12
H25 0.439 2.897 5.485  0.10
H26 -0.356 1.162 7.541  0.09
H27 -2.077 -0.136 4.633  0.02
C11 1.458 -2.141 -3.864  -0.17
C12 2.996 -2.219 -3.870  -0.23
O6 3.550 -3.450 -4.281  -0.06
O7 0.874 -1.711 -5.143  -0.09
H28 1.159 -1.407 -3.116  0.10
H29 0.937 -3.033 -3.517  0.11
H30 3.314 -2.270 -2.828  0.10
H31 3.443 -1.352 -4.357  0.12
H32 3.123 -4.139 -3.767  0.09
H33 1.224 -2.260 -5.848  0.09
C13 -2.043 -3.208 -1.360  -0.20
C14 -0.693 -3.837 -0.954  -0.26
O8 -0.386 -5.027 -1.628  -0.05
O9 -3.204 -4.048 -1.078  -0.08
H34 -2.019 -3.096 -2.444  0.11
H35 -2.291 -2.219 -0.976  0.09
H36 -0.554 -4.005 0.114  0.11
H37 0.025 -3.033 -1.112  0.09
H38 -1.124 -5.641 -1.619  0.09
H39 -3.990 -3.543 -1.298  0.07
C15 1.419 2.012 -4.906  -0.30
C16 2.928 2.001 -5.168  -0.26
O10 3.635 2.948 -4.410  -0.06
O11 0.945 1.060 -5.726  -0.06
H40 0.985 2.947 -5.260  0.13
H41 1.267 1.791 -3.849  0.12
H42 2.992 2.137 -6.248  0.12
H43 3.394 1.034 -4.979  0.11
H44 3.157 3.771 -4.535  0.08
H45 0.901 0.193 -5.316  0.05
C17 3.100 -4.099 0.383  -0.22
C18 3.128 -3.697 1.896  -0.23
O12 1.975 -2.947 2.219  -0.09
O13 3.485 -3.052 -0.518  -0.08
H46 2.134 -4.531 0.120  0.10
H47 3.744 -4.978 0.382  0.11
H48 4.008 -3.101 2.138  0.11
H49 3.174 -4.590 2.518  0.11
H50 2.004 -2.170 1.656  0.03
H51 2.936 -2.295 -0.302  0.00
C19 -2.122 -1.527 2.340  -0.23
C20 -2.475 -2.973 2.806  -0.22
O14 -2.455 -2.910 4.214  -0.06
O15 -2.891 -0.563 3.013  -0.07
H52 -2.425 -1.489 1.294  0.09
H53 -1.053 -1.314 2.345  0.12
H54 -1.786 -3.707 2.390  0.11
H55 -3.449 -3.307 2.451  0.12
H56 -1.605 -2.552 4.480  0.08
H57 -3.791 -0.647 2.689  0.11

Question: The lowest total charge belongs to which entry?
Answer: C8H6N11O2Pd